# 1
Molecular formula: C17H49Cl2O20P5
Method: DFT, ωB97M-V/def2-TZVPD

Atoms and positions in Å:
C  -21.30  -10.24  1.19
O  -22.09  -10.70  2.31
P  -21.60  -11.94  3.12
O  -22.07  -11.90  4.53
O  -22.23  -13.15  2.28
C  -22.01  -14.51  2.76
O  -20.04  -12.14  2.90
C  -19.14  -11.86  3.98
H  -22.03  -9.93  0.46
H  -20.60  -10.96  0.76
H  -20.80  -9.35  1.57
H  -22.77  -14.75  3.47
H  -21.01  -14.71  3.17
H  -22.24  -15.14  1.91
H  -19.48  -12.03  5.03
H  -19.03  -10.79  3.96
H  -18.14  -12.34  3.88
C  -24.77  -16.83  9.01
O  -23.42  -17.06  8.66
P  -22.89  -16.65  7.22
O  -23.63  -17.19  6.11
O  -21.43  -17.20  7.30
C  -21.14  -18.51  6.82
O  -22.71  -15.09  7.37
C  -22.11  -14.25  6.34
H  -24.98  -15.73  8.95
H  -24.84  -17.12  10.08
H  -25.48  -17.42  8.40
H  -21.75  -18.85  5.97
H  -21.21  -19.20  7.67
H  -20.11  -18.58  6.49
H  -21.49  -14.83  5.67
H  -21.56  -13.46  6.86
H  -22.98  -13.84  5.81
C  -15.82  -14.27  15.13
O  -16.85  -13.85  14.23
P  -17.61  -14.81  13.26
O  -18.79  -14.21  12.65
O  -17.89  -16.10  14.09
C  -19.19  -16.67  14.23
O  -16.55  -15.28  12.14
C  -16.91  -16.43  11.30
H  -15.10  -13.52  15.23
H  -15.28  -15.22  14.80
H  -16.32  -14.50  16.09
H  -19.39  -16.88  15.34
H  -19.15  -17.56  13.62
H  -19.81  -15.92  13.82
H  -17.81  -16.25  10.79
H  -17.03  -17.27  11.92
H  -16.04  -16.53  10.65
C  -17.51  -12.30  10.22
O  -18.76  -11.76  9.81
P  -19.54  -12.27  8.56
O  -18.76  -12.18  7.30
O  -20.10  -13.68  8.82
C  -21.00  -14.05  9.99
O  -20.77  -11.21  8.69
C  -21.06  -10.31  7.51
H  -17.50  -13.40  9.93
H  -17.34  -12.08  11.30
H  -16.75  -11.79  9.64
H  -20.48  -14.19  10.93
H  -21.55  -14.95  9.65
H  -21.75  -13.22  10.22
H  -20.25  -10.24  6.82
H  -21.29  -9.35  8.02
H  -21.98  -10.69  7.16
C  -13.50  -18.25  8.71
O  -12.62  -18.15  9.86
P  -11.99  -16.75  10.19
O  -11.09  -16.72  11.37
O  -11.37  -16.25  8.82
C  -10.47  -17.11  8.16
O  -13.24  -15.82  10.30
C  -13.00  -14.40  10.46
H  -13.40  -17.41  8.06
H  -14.48  -18.34  9.14
H  -13.22  -19.18  8.21
H  -9.40  -16.88  8.30
H  -10.74  -17.20  7.10
H  -10.61  -18.20  8.40
H  -12.17  -14.07  9.80
H  -12.73  -14.21  11.53
H  -13.93  -13.94  10.10
Cl  -17.03  -14.89  7.96
C  -17.91  -15.13  6.35
C  -16.90  -15.75  5.47
Cl  -17.58  -16.28  3.91
H  -18.30  -14.20  6.04
H  -18.71  -15.82  6.56
H  -16.38  -16.65  5.76
H  -16.06  -15.03  5.42

**HOMO level**: -10.25 eV
**Spin multiplicity**: 1
**HOMO-LUMO gap**: 10.537 eV
**Molecular weight**: 799.34 g mol⁻¹
**Energy above the lowest of the compared OMol25 structures with the same formula, charge and spin**: 18.9 kcal/mol
**Charge**: 0



# 2
Molecular formula: C17H51BF4O8
Method: DFT, ωB97M-V/def2-TZVPD

Atoms and positions in Å:
O  0.06  -4.15  0.71
H  0.72  -4.02  1.49
H  -0.82  -4.73  0.86
H  -0.23  -3.34  0.23
B  -0.16  -0.29  -0.32
F  0.88  0.56  -0.49
F  -1.02  0.27  0.54
F  -0.91  -0.58  -1.52
F  0.41  -1.51  0.05
C  3.09  -1.60  -2.04
O  3.34  -0.33  -1.49
H  3.28  -1.68  -3.15
H  2.06  -1.71  -1.80
H  3.55  -2.41  -1.50
H  2.56  -0.16  -0.70
C  -2.34  2.68  -1.04
O  -3.11  3.37  -2.05
H  -1.26  3.14  -0.91
H  -2.02  1.77  -1.75
H  -2.93  2.36  -0.22
H  -3.02  4.37  -1.78
C  1.82  1.14  -5.51
C  0.96  1.41  -4.25
C  0.18  2.75  -4.25
O  0.03  0.32  -4.11
H  2.57  1.67  -5.62
H  1.37  1.29  -6.45
H  2.19  0.05  -5.33
H  1.73  1.33  -3.42
H  0.84  3.56  -4.09
H  -0.47  2.80  -3.33
H  -0.32  2.63  -5.33
H  0.16  0.33  -3.18
C  1.91  3.65  1.49
C  0.84  2.68  2.23
C  0.55  3.27  3.68
O  -0.30  2.84  1.46
H  2.74  3.46  2.04
H  1.49  4.64  1.39
H  1.89  3.32  0.41
H  1.27  1.62  2.04
H  1.30  3.47  4.27
H  -0.17  2.65  4.08
H  0.05  4.22  3.51
H  -0.44  2.02  1.18
C  3.69  0.00  2.26
C  3.41  -0.63  3.78
C  2.03  -0.24  4.24
O  3.48  -2.11  3.55
H  4.57  -0.39  1.82
H  3.58  1.15  2.52
H  2.68  -0.23  1.65
H  4.22  -0.58  4.45
H  1.18  -0.60  3.40
H  2.02  0.73  4.66
H  1.84  -0.71  5.08
H  4.35  -2.30  3.59
C  -0.77  -3.45  -3.64
C  -1.66  -3.98  -2.60
C  -1.37  -5.42  -2.06
O  -1.49  -3.12  -1.43
H  0.37  -3.50  -3.39
H  -0.79  -2.32  -3.74
H  -0.81  -3.75  -4.57
H  -2.70  -3.85  -2.86
H  -0.31  -5.73  -1.60
H  -1.61  -6.19  -2.75
H  -2.07  -5.72  -1.24
H  -1.30  -2.24  -1.65
C  -5.13  -0.14  2.99
C  -3.82  0.52  2.42
C  -3.29  1.48  3.34
O  -3.02  -0.55  2.32
H  -5.48  -0.87  2.14
H  -6.06  0.26  3.44
H  -4.71  -0.88  3.70
H  -3.95  1.02  1.56
H  -3.91  2.31  3.53
H  -2.47  2.09  3.00
H  -2.92  1.00  4.25
H  -2.10  -0.17  1.77

**HOMO level**: -9.21 eV
**Spin multiplicity**: 1
**HOMO-LUMO gap**: 7.730 eV
**Molecular weight**: 470.39 g mol⁻¹
**Energy above the lowest of the compared OMol25 structures with the same formula, charge and spin**: 0.0 kcal/mol
**Charge**: 0